{"formula": "C28H62N2O32S8", "method": "ωB97M-V with the def2-TZVPD basis set", "species": ["O", "S", "O", "O", "C", "C", "O", "H", "H", "H", "H", "O", "S", "O", "O", "C", "C", "O", "H", "H", "H", "H", "O", "S", "O", "O", "C", "C", "O", "H", "H", "H", "H", "O", "S", "O", "O", "C", "C", "O", "H", "H", "H", "H", "O", "S", "O", "O", "C", "C", "O", "H", "H", "H", "H", "O", "S", "O", "O", "C", "C", "O", "H", "H", "H", "H", "O", "S", "O", "O", "C", "C", "O", "H", "H", "H", "H", "O", "S", "O", "O", "C", "C", "O", "H", "H", "H", "H", "C", "C", "N", "C", "C", "C", "C", "H", "H", "H", "H", "H", "H", "H", "H", "H", "H", "H", "H", "H", "H", "H", "C", "C", "N", "C", "C", "C", "C", "H", "H", "H", "H", "H", "H", "H", "H", "H", "H", "H", "H", "H", "H", "H"], "xyz": [[5.6856, 6.8156, -7.8844], [5.3357, 5.4755, -7.4228], [6.4099, 4.5250, -7.2723], [4.4864, 5.6232, -5.9417], [3.1924, 5.0854, -6.1056], [2.8402, 5.1387, -7.5511], [4.0588, 4.8539, -8.2041], [3.2688, 4.0715, -5.7127], [2.5723, 5.7766, -5.5348], [2.5024, 6.0768, -7.9915], [2.1069, 4.3651, -7.7791], [1.6351, -3.0313, -12.5248], [2.1681, -4.2635, -11.9245], [2.6260, -4.2057, -10.5415], [1.1613, -5.5730, -12.1223], [1.6163, -6.3922, -13.2670], [3.1044, -6.1955, -13.2721], [3.3547, -4.8831, -12.8728], [1.2719, -7.4232, -13.1859], [1.1506, -6.0986, -14.2078], [3.5519, -6.3211, -14.2581], [3.6272, -6.8420, -12.5672], [-2.2026, 10.3325, 4.2437], [-1.0513, 9.5242, 4.6617], [-1.2842, 8.1613, 5.0187], [0.3002, 9.6031, 3.7587], [1.4921, 9.7434, 4.4933], [1.0484, 9.9627, 5.9844], [-0.3188, 10.2888, 5.8652], [2.1236, 8.8587, 4.4115], [2.0546, 10.5749, 4.0688], [1.5373, 10.8750, 6.3261], [1.3243, 9.1069, 6.6006], [-3.0235, -0.7318, -8.2188], [-4.1576, -1.6494, -8.1842], [-5.4514, -1.0266, -8.0033], [-4.2959, -2.6311, -9.5417], [-4.4708, -4.0001, -9.1636], [-3.6264, -4.1056, -7.8861], [-3.8721, -2.9121, -7.1083], [-5.5542, -4.0555, -9.0575], [-4.1742, -4.7020, -9.9430], [-2.5568, -4.0361, -8.0841], [-3.8376, -5.0006, -7.3010], [9.6744, -1.4353, 2.9055], [8.4509, -0.6975, 2.5618], [7.1788, -1.3713, 2.4221], [8.4358, 0.6460, 3.5279], [9.6077, 1.3793, 3.2570], [9.4949, 1.5611, 1.7875], [8.8516, 0.3470, 1.3008], [9.5392, 2.3249, 3.7947], [10.5167, 0.8266, 3.4943], [10.4949, 1.6657, 1.3666], [8.7889, 2.3627, 1.5702], [-7.0628, -5.3157, -0.2050], [-5.7798, -4.7795, -0.6991], [-4.8324, -5.6664, -1.3855], [-5.9669, -3.2752, -1.4485], [-6.4059, -2.3099, -0.5315], [-5.3979, -2.6382, 0.6549], [-4.9969, -3.9934, 0.5142], [-6.2140, -1.3485, -1.0079], [-7.4385, -2.4751, -0.2240], [-5.8805, -2.5202, 1.6251], [-4.4731, -2.0613, 0.6476], [-6.3155, 2.1884, 5.2629], [-7.6689, 2.6288, 4.8354], [-7.7937, 3.5154, 3.6240], [-8.7053, 1.3861, 4.8787], [-9.0184, 1.0158, 6.2351], [-9.1201, 2.3990, 6.9277], [-8.4051, 3.3366, 6.1431], [-9.9634, 0.4726, 6.2368], [-8.3134, 0.2937, 6.6468], [-8.7852, 2.5670, 7.9513], [-10.0929, 2.8848, 7.0036], [10.1045, -6.3268, -4.3114], [9.3664, -5.2121, -3.8438], [9.9153, -4.3885, -2.7808], [8.8188, -4.2989, -5.0523], [7.6246, -3.6216, -4.7337], [6.9374, -4.5367, -3.7126], [7.8298, -5.5896, -3.5158], [7.8466, -2.7050, -4.1871], [6.9769, -3.3828, -5.5773], [5.9055, -4.8525, -3.8661], [6.8427, -4.0695, -2.7323], [-4.0906, -0.6338, 11.4941], [-3.2669, -1.7752, 11.9935], [-2.9962, -2.6223, 10.7638], [-2.4715, -3.8927, 11.1057], [-3.6278, -4.7208, 11.7427], [-2.0745, -1.9689, 9.8022], [-2.1305, -2.5069, 8.4081], [-3.4753, 0.1015, 10.9755], [-4.6308, -0.1395, 12.3015], [-4.8644, -0.8511, 10.7577], [-2.3878, -1.4088, 12.5235], [-4.0051, -2.2226, 12.6592], [-1.9587, -4.4582, 10.3277], [-1.6848, -3.8209, 11.8568], [-4.0670, -4.3174, 12.6551], [-4.3918, -5.0122, 11.0220], [-3.2620, -5.6416, 12.1969], [-1.0476, -2.1002, 10.1433], [-2.3100, -0.9048, 9.7820], [-1.5463, -3.4059, 8.2119], [-1.6962, -1.7407, 7.7658], [-3.1624, -2.6361, 8.0815], [0.9668, 0.1744, -2.7876], [-0.0799, 0.7709, -1.7687], [0.3120, 2.0802, -1.3136], [-0.8298, 2.8331, -0.8167], [-1.8033, 3.2129, -1.9583], [1.2749, 1.8428, -0.2419], [2.3586, 2.9846, -0.2122], [0.7704, -0.8955, -2.8565], [2.0057, 0.3887, -2.5366], [0.7954, 0.6316, -3.7621], [-1.0425, 0.7680, -2.2802], [-0.2250, 0.0996, -0.9224], [-1.3621, 2.2893, -0.0363], [-0.5066, 3.7325, -0.2924], [-1.2934, 3.4040, -2.9026], [-2.5007, 2.4637, -2.3331], [-2.3499, 4.0466, -1.5174], [1.7578, 0.8656, -0.2519], [0.7104, 1.7552, 0.6865], [2.7714, 3.0577, -1.2183], [3.0916, 2.5247, 0.4506], [2.0251, 3.9595, 0.1434]], "smiles": "O=S1(=O)OCCO1.O=S1(=O)OCCO1.O=S1(=O)OCCO1.O=S1(=O)OCCO1.O=S1(=O)OCCO1.O=S1(=O)OCCO1.O=S1(=O)OCCO1.O=S1(=O)OCCO1.CCN(CC)CC.CCN(CC)CC", "largest_force_ev_per_a": 5.233, "e_tot_ha": -6806.30224, "e_above_lowest_kcal_mol": 134.25, "total_charge": 0, "homo_lumo_gap_ev": 8.7}

***

{"formula": "C8H32N14O8", "method": "ωB97M-V with the def2-TZVPD basis set", "species": ["N", "C", "N", "O", "H", "H", "H", "H", "N", "C", "N", "O", "H", "H", "H", "H", "N", "C", "N", "O", "H", "H", "H", "H", "N", "C", "N", "O", "H", "H", "H", "H", "N", "C", "N", "O", "H", "H", "H", "H", "N", "C", "N", "O", "H", "H", "H", "H", "N", "C", "N", "O", "H", "H", "H", "H", "C", "O", "H", "H", "H", "H"], "xyz": [[-18.8375, -5.7443, 7.6795], [-19.4768, -5.0487, 8.5687], [-20.2114, -5.8401, 9.3366], [-19.3665, -3.8532, 8.8722], [-18.2132, -5.2224, 7.0812], [-18.8464, -6.7486, 7.5725], [-20.7310, -5.4449, 10.1072], [-20.4745, -6.7366, 8.9529], [-20.9782, -9.6903, 12.3418], [-21.0015, -10.4387, 13.3819], [-20.2440, -11.4475, 13.1060], [-21.7833, -10.2528, 14.3202], [-21.4051, -8.7937, 12.5261], [-20.3181, -9.8975, 11.6060], [-20.2174, -12.2325, 13.7409], [-19.7087, -11.5864, 12.2609], [-18.8173, -12.2292, 8.3300], [-18.2057, -11.0885, 8.6175], [-16.9380, -11.0592, 8.2646], [-18.8720, -10.1362, 8.9241], [-18.4652, -13.0507, 7.8596], [-19.7997, -12.3521, 8.5297], [-16.4687, -10.3033, 8.7427], [-16.4867, -11.9533, 8.1340], [-12.1424, -9.2646, 12.4812], [-10.9218, -9.5184, 12.9129], [-10.9603, -9.7887, 14.1853], [-9.9162, -9.1981, 12.3222], [-13.0018, -9.3146, 13.0095], [-12.2239, -8.8902, 11.5467], [-10.1506, -9.4554, 14.6886], [-11.8449, -9.8258, 14.6712], [-10.6632, -4.9332, 12.5290], [-9.9523, -4.2429, 13.3699], [-9.1279, -4.9937, 13.9346], [-10.1612, -3.0725, 13.7328], [-10.3383, -5.8725, 12.3496], [-11.6229, -4.6599, 12.3724], [-8.8892, -4.7326, 14.8806], [-9.0328, -5.8676, 13.4372], [-13.1307, -5.6751, 17.2478], [-13.4947, -4.9568, 18.2767], [-13.0000, -5.3876, 19.4020], [-14.1288, -3.8820, 18.1604], [-13.2629, -5.3419, 16.3035], [-12.7153, -6.5730, 17.4509], [-12.1325, -5.9048, 19.3984], [-13.1832, -4.7554, 20.1681], [-16.3129, -2.2225, 13.4720], [-15.0868, -1.9246, 13.1291], [-14.2909, -2.1946, 14.0968], [-14.8511, -1.4971, 12.0369], [-16.9358, -2.0581, 12.6941], [-16.7311, -2.4367, 14.3661], [-13.3041, -1.9799, 14.0837], [-14.5912, -2.6417, 14.9513], [-16.8202, -6.9577, 12.3403], [-16.5605, -8.1560, 11.6617], [-15.9135, -6.5160, 12.7536], [-17.3030, -6.2150, 11.7051], [-17.4779, -7.2665, 13.1528], [-17.3542, -8.2361, 11.1275]], "smiles": "NC(N)=O.NC(N)=O.NC(N)=O.NC(N)=O.NC(N)=O.NC(N)=O.NC(N)=O.CO", "largest_force_ev_per_a": 7.197, "e_tot_ha": -1692.61341, "e_above_lowest_kcal_mol": 138.84, "total_charge": 0, "homo_lumo_gap_ev": 8.9}

***

{"formula": "C55H48N10O20", "method": "ωB97M-V with the def2-TZVPD basis set", "species": ["O", "N", "O", "C", "C", "C", "C", "C", "C", "H", "H", "H", "H", "H", "O", "N", "O", "C", "C", "C", "C", "C", "C", "H", "H", "H", "H", "H", "O", "N", "O", "C", "C", "C", "C", "C", "C", "H", "H", "H", "H", "H", "O", "N", "O", "C", "C", "C", "C", "C", "C", "H", "H", "H", "H", "H", "O", "N", "O", "C", "C", "C", "C", "C", "C", "H", "H", "H", "H", "H", "O", "N", "O", "C", "C", "C", "C", "C", "C", "H", "H", "H", "H", "H", "O", "N", "O", "C", "C", "C", "C", "C", "C", "H", "H", "H", "H", "H", "O", "N", "O", "C", "C", "C", "C", "C", "C", "H", "H", "H", "H", "H", "O", "N", "O", "C", "C", "C", "C", "C", "C", "H", "H", "H", "H", "H", "C", "N", "O", "O", "H", "H", "H"], "xyz": [[3.4413, 6.1872, -3.2064], [4.2309, 5.5567, -3.8746], [4.5427, 5.8238, -5.0418], [4.9503, 4.4208, -3.3050], [5.9279, 3.7035, -3.9774], [6.6029, 2.5853, -3.3720], [6.1756, 2.1547, -2.1191], [5.1159, 2.7682, -1.5093], [4.5676, 3.9894, -2.0297], [6.2768, 3.9555, -4.9680], [7.4033, 2.0589, -3.8706], [6.6688, 1.3924, -1.5342], [4.6491, 2.5483, -0.5605], [3.8258, 4.4620, -1.4030], [-0.4599, 0.0074, 9.9760], [-1.0945, -0.1456, 8.9420], [-2.2211, -0.5691, 8.8043], [-0.3686, 0.3279, 7.7369], [0.8917, 0.9639, 7.8826], [1.6524, 1.3801, 6.7179], [1.0893, 1.1371, 5.4693], [-0.0990, 0.5602, 5.3269], [-0.9177, 0.2013, 6.4408], [1.2973, 1.2259, 8.8486], [2.5938, 1.8905, 6.8578], [1.5836, 1.4257, 4.5535], [-0.5230, 0.3617, 4.3536], [-1.8624, -0.2870, 6.2523], [4.9920, -0.4714, -0.2007], [4.4156, -1.5508, -0.2832], [4.6208, -2.5486, 0.4306], [3.3818, -1.6187, -1.3211], [3.1657, -0.5627, -2.2122], [2.2119, -0.6927, -3.2397], [1.3846, -1.8073, -3.2694], [1.5481, -2.8551, -2.3898], [2.5156, -2.7441, -1.4127], [3.8612, 0.2627, -2.1763], [2.0714, 0.1927, -3.8420], [0.6556, -1.8895, -4.0619], [0.8549, -3.6833, -2.3901], [2.6999, -3.5435, -0.7102], [-5.5515, -3.2559, -0.2352], [-5.1019, -2.5899, -1.1511], [-4.2690, -1.7191, -1.0267], [-5.4334, -3.0119, -2.4926], [-5.9906, -4.2800, -2.7276], [-6.3881, -4.6042, -3.9850], [-6.1816, -3.7116, -5.0588], [-5.6213, -2.4356, -4.8999], [-5.2214, -2.0988, -3.5522], [-6.0911, -5.0578, -1.9851], [-6.7012, -5.6317, -4.0966], [-6.4205, -4.0861, -6.0433], [-5.5997, -1.7345, -5.7211], [-4.9140, -1.0818, -3.3582], [2.2037, -2.1160, 4.7386], [3.2766, -2.2824, 5.3385], [3.3890, -2.9418, 6.3441], [4.4699, -1.5848, 4.8805], [4.7910, -1.5324, 3.5114], [6.0214, -0.9945, 3.1083], [6.8369, -0.3548, 4.0317], [6.5140, -0.4137, 5.3619], [5.3627, -1.0369, 5.8101], [4.1828, -1.8629, 2.6824], [6.1829, -0.9414, 2.0417], [7.7537, 0.0791, 3.6607], [7.2385, -0.0121, 6.0549], [5.1044, -0.9041, 6.8503], [-0.7698, 0.0615, -5.1195], [-1.7363, 0.1414, -4.3298], [-2.2699, -0.8632, -3.8777], [-2.4698, 1.4125, -4.1154], [-2.3273, 2.4854, -5.0564], [-2.9796, 3.6770, -4.8967], [-3.8547, 3.8496, -3.8028], [-4.0418, 2.8237, -2.8495], [-3.3192, 1.5984, -3.0136], [-1.5411, 2.2957, -5.7722], [-2.8657, 4.4646, -5.6268], [-4.3166, 4.7870, -3.5301], [-4.7689, 2.9626, -2.0631], [-3.3646, 0.8677, -2.2196], [-3.6956, -5.6510, 1.7883], [-3.2446, -4.6820, 1.1927], [-3.2979, -3.4697, 1.5748], [-2.8242, -4.9908, -0.2108], [-3.2947, -6.1344, -0.8880], [-3.1219, -6.3098, -2.2504], [-2.4531, -5.2908, -2.9368], [-1.8956, -4.1765, -2.3734], [-2.1425, -4.0400, -0.9734], [-3.8035, -6.8901, -0.3081], [-3.5466, -7.1701, -2.7464], [-2.4848, -5.5065, -3.9946], [-1.5245, -3.4813, -3.1119], [-1.8286, -3.1243, -0.4944], [1.9254, 1.8427, -0.7588], [0.8719, 1.3079, -1.0521], [0.1595, 1.6007, -2.0528], [0.4283, 0.2625, -0.0686], [1.3239, -0.2261, 0.9093], [0.8447, -1.1228, 1.8116], [-0.4724, -1.4534, 1.8375], [-1.4085, -0.8878, 0.9467], [-0.9256, -0.0712, -0.0614], [2.3573, 0.0869, 0.9282], [1.4619, -1.5745, 2.5742], [-0.8102, -2.0368, 2.6813], [-2.4548, -1.1095, 1.0971], [-1.5780, 0.3418, -0.8165], [2.8979, 5.7288, 1.8874], [2.4935, 5.8582, 0.7678], [3.1661, 6.3399, -0.0940], [1.2228, 5.1742, 0.4260], [0.4140, 4.7216, 1.4541], [-0.8586, 4.2895, 1.1224], [-1.3013, 4.0728, -0.2081], [-0.4139, 4.4651, -1.2239], [0.7720, 5.0525, -0.9578], [0.6455, 4.7299, 2.5090], [-1.5159, 3.9946, 1.9270], [-2.3016, 3.7368, -0.4384], [-0.8193, 4.3936, -2.2224], [1.4061, 5.3546, -1.7782], [-5.1900, -0.2340, 2.3366], [-5.1161, 0.7294, 1.1813], [-6.0365, 0.6634, 0.3642], [-3.9635, 1.2172, 1.0332], [-4.3517, 0.0593, 2.9685], [-5.0791, -1.1630, 1.7774], [-6.1727, -0.1677, 2.8036]], "smiles": "O=[N+]([O-])c1ccccc1.O=[N+]([O-])c1ccccc1.O=[N+]([O-])c1ccccc1.O=[N+]([O-])c1ccccc1.O=[N+]([O-])c1ccccc1.O=[N+]([O-])c1ccccc1.O=[N+]([O-])c1ccccc1.O=[N+]([O-])c1ccccc1.O=[N+]([O-])c1ccccc1.C[N+](=O)[O-]", "largest_force_ev_per_a": 4.263, "e_tot_ha": -4176.00087, "total_charge": 0, "homo_lumo_gap_ev": 8.5}

***

{"formula": "C4H4O2Y", "method": "ωB97M-V with the def2-TZVPD basis set", "species": ["C", "O", "H", "C", "C", "C", "O", "Y", "H", "H", "H"], "xyz": [[1.7732, 0.6196, -0.8944], [1.7716, -0.2053, -1.7791], [2.0664, -0.0005, -2.6970], [0.8380, 0.7136, 0.4482], [-0.0529, -0.4190, 0.6836], [-1.2932, -0.6319, 0.3037], [-2.4722, -0.7098, 0.4394], [-4.6632, -0.3350, 1.3494], [1.5630, 0.8685, 1.2652], [0.3347, 1.6883, 0.3384], [0.1345, -1.5886, 0.5425]], "largest_force_ev_per_a": 4.526, "e_tot_ha": -341.46975, "spin_multiplicity": 2, "e_above_lowest_kcal_mol": 0.00, "total_charge": 4, "homo_lumo_gap_ev": [4.5, 6.1]}